--- A ---
Below is a molecular structure, C5H13N2O, with properties calculated with ωB97M-V/def2-TZVPD.

Values from the calculation:
Net charge ... -2
2S+1 ... 2
<S²> ... 0.751
Orbital gap (spin up / spin down) ... 2.82 / 5.19 eV
Lowest unoccupied orbital energy (spin up / spin down) ... 6.488 / 6.426 eV

Cartesian coordinates (Å):
C 0.93839 1.11617 0.57912
N 1.66043 1.25060 -0.79541
C 2.39777 -1.56153 0.47109
O 3.29126 -0.71576 0.85961
C -0.56893 0.88807 0.47199
C -1.02738 -0.26680 -0.33970
C -2.60317 -0.67498 -0.05668
N -3.72507 -0.39351 -1.14838
H 1.31286 0.21557 1.00095
H 1.10058 2.02514 1.16997
H 2.61465 1.01879 -0.56135
H 1.45162 -1.70226 1.09740
H 1.69111 2.25687 -1.06669
H -0.96890 0.98296 1.54776
H -1.12464 1.67271 -0.11346
H -0.81414 -0.07243 -1.37533
H -0.40202 -1.13110 -0.21719
H -2.72568 -0.36970 1.04992
H -2.99413 0.45914 -0.54370
H -3.27548 -0.87992 -1.97667
H -2.56351 -1.75488 -0.03689

***

--- B ---
Below is 2 unconnected molecules or ions with the total composition C5H13N2O, with properties calculated with ωB97M-V/def2-TZVPD.

Values from the calculation:
Net charge ... -2
2S+1 ... 2
<S²> ... 0.754
Orbital gap (spin up / spin down) ... 1.92 / 5.82 eV
Lowest unoccupied orbital energy (spin up / spin down) ... 6.271 / 6.268 eV

Cartesian coordinates (Å):
C 0.22395 -1.31714 -1.95078
C 1.55123 -0.78886 -1.44332
C 3.14089 0.60180 -2.48240
N 1.94865 0.47942 -2.03267
H -0.09406 -2.19439 -1.35461
H -0.54649 -0.53805 -1.84728
H 0.24530 -1.60076 -3.02788
H 2.30306 -1.61332 -1.59035
H 1.50815 -0.67222 -0.34625
H 3.87926 -0.23195 -2.46593
H 3.47873 1.56591 -2.86489
C -0.94787 -0.14158 1.90568
O -0.64307 -0.85638 0.78047
C -2.26509 0.68986 1.72530
N -2.45701 1.48395 2.96696
H -1.12369 -0.80147 2.84913
H -0.15378 0.49852 2.26811
H -2.07665 1.46192 0.95461
H -3.11414 0.02678 1.43404
H -3.32813 2.05356 2.90719
H -2.49322 0.88843 3.77333

***

What should be chosen as the most stable of them? Choose B.

***

--- A ---
Below is a molecular structure, C5H10O3, with properties calculated with ωB97M-V/def2-TZVPD.

Values from the calculation:
Orbital gap ... 8.89 eV
Lowest unoccupied orbital energy ... 0.349 eV

Cartesian coordinates (Å):
C 1.39689 -0.37558 -1.54813
C 0.40737 0.65582 -1.06992
C 0.73668 1.95313 -0.89047
H 0.15620 0.02566 0.47129
H 2.40061 -0.14526 -1.18151
H 1.11430 -1.34824 -1.13958
H 1.40040 -0.44060 -2.63476
H 1.76792 2.26619 -0.81021
H -0.02383 2.72019 -0.82286
C -0.61354 -0.69323 1.40643
C -1.81605 0.06544 1.03621
O -0.28670 -0.58270 2.73714
O -0.59611 -1.97643 0.93550
O -2.37761 -0.20705 -0.02708
H 0.28975 -1.31718 2.99029
H -1.40306 -2.09227 0.40023
H -0.64673 0.44030 -1.35731
H -1.90648 1.05180 1.50474

***

--- B ---
Below is a molecular structure, C5H10O3, with properties calculated with ωB97M-V/def2-TZVPD.

Values from the calculation:
Orbital gap ... 4.11 eV
Lowest unoccupied orbital energy ... -4.940 eV

Cartesian coordinates (Å):
O -1.93767 1.23026 2.39571
C -1.35955 0.03801 2.02721
C -0.94448 -0.01166 0.46536
C -0.29584 1.27101 -0.07811
C 1.85390 -1.45158 -1.50517
C 2.06294 -1.57796 -0.11106
O 2.62225 -0.38647 -0.21406
H -0.33907 -0.12530 2.41948
H -0.31195 -0.90330 0.35853
H -1.87484 -0.23971 -0.07205
H -0.92600 2.09807 0.26721
H -0.31037 1.22292 -1.19305
H 2.43421 -1.95034 -2.22696
H 0.99363 -0.85557 -1.83435
H -1.97457 -0.86954 2.34482
H 0.80121 1.19491 0.26226
H -1.73447 0.36441 -3.25021
O -1.26704 0.46329 -2.41478

***

What should be chosen as the most stable of them? Choose A.

***

--- A ---
Below is a gas-phase ion, CH7N4O (charge +1), with properties calculated with ωB97M-V/def2-TZVPD.

Values from the calculation:
Net charge ... +1
Orbital gap ... 9.98 eV
Lowest unoccupied orbital energy ... -3.686 eV

Cartesian coordinates (Å):
C -0.19518 1.37397 0.36681
N -0.96745 0.38169 -0.30934
N 1.27338 1.11090 0.23559
N 1.03899 -1.13466 0.08004
N -0.55962 -0.95873 0.06442
O 1.45675 -0.19039 -0.61274
H -0.61719 2.29376 -0.18495
H -0.46830 1.27749 1.35243
H -1.06824 0.46245 -1.28355
H 1.73506 1.95612 -0.00470
H 1.77452 0.90838 1.00486
H -0.80339 -1.00893 1.12031
H -0.93354 -1.70524 -0.44170

***

--- B ---
Below is 2 unconnected molecules or ions with the total composition CH7N4O, with properties calculated with ωB97M-V/def2-TZVPD.

Values from the calculation:
Net charge ... +1
Orbital gap (spin up / spin down) ... 10.97 / 3.78 eV
Lowest unoccupied orbital energy (spin up / spin down) ... -3.017 / -7.801 eV

Cartesian coordinates (Å):
C -0.30265 -0.54357 -1.26973
N -1.03940 0.05600 -2.22751
N 0.82028 -1.17941 -1.64356
N 0.72679 1.18857 3.42191
N -0.58909 -0.53869 -0.00368
O -0.11026 1.03785 2.54132
H -0.83112 -0.07803 -3.20621
H -1.91786 0.48882 -1.99782
H 1.11469 -1.26540 -2.60208
H 1.37203 -1.62655 -0.92881
H 0.54348 1.81802 4.21565
H 1.61470 0.67280 3.38809
H -1.40160 -0.03040 0.31243

***

What should be chosen as the most stable of them? Choose B.

***

--- A ---
Below is C5H6Cl2 in the gas phase, with properties calculated with ωB97M-V/def2-TZVPD.

Values from the calculation:
Orbital gap (spin up / spin down) ... 7.90 / 8.05 eV
Lowest unoccupied orbital energy (spin up / spin down) ... 0.332 / 0.295 eV

Cartesian coordinates (Å):
C 1.13413 0.96973 -0.10817
C 0.30381 0.91678 -1.48365
C -0.08976 0.15160 -0.24069
C 0.62196 -0.19255 -2.32204
C -0.31919 -1.14115 0.29079
Cl 2.03289 -1.18643 -2.16484
Cl -0.68034 -0.83410 -3.32320
H 2.09783 0.31611 -0.19849
H 1.08255 1.96847 0.37847
H -0.12209 1.81113 -1.71340
H 0.54353 -1.66742 0.73277
H -0.72667 -1.71903 -0.48250
H -0.98067 -1.19819 1.08870

***

--- B ---
Below is C5H6Cl2 in the gas phase, with properties calculated with ωB97M-V/def2-TZVPD.

Values from the calculation:
Orbital gap (spin up / spin down) ... 9.16 / 6.32 eV
Lowest unoccupied orbital energy (spin up / spin down) ... -0.025 / -1.367 eV

Cartesian coordinates (Å):
C 0.08636 -0.41802 0.48448
C -1.09445 -0.59752 1.18197
C 1.29196 -0.10429 0.04172
C -2.54976 -0.30155 0.55803
C 1.83328 0.61184 -1.18398
Cl -2.72097 -1.16550 -0.89855
Cl -2.54776 1.47586 0.15020
H -1.28276 -1.52339 1.55418
H -1.04076 0.13066 1.99105
H 1.92301 -0.61477 0.70362
H 2.00653 1.72699 -0.98995
H 1.21978 0.50491 -2.07371
H 2.87553 0.27477 -1.51904

***

What should be chosen as the most stable of them? Choose A.